1.
{"formula": "C5H9BO", "method": "ωB97M-V with the def2-TZVPD basis set", "elements": ["C", "C", "B", "O", "C", "H", "H", "H", "H", "H", "H", "H", "C", "C", "H", "H"], "coordinates": [[1.1751, -1.5486, 0.2063], [1.1494, -0.2929, -0.6649], [0.4185, 0.8565, -0.3510], [-0.2808, 1.9382, -0.1648], [0.1823, 3.1165, 0.6904], [0.7424, -2.2889, -0.3959], [2.2020, -1.7931, 0.5363], [0.7882, -1.2867, 1.1661], [1.8469, -0.3000, -1.5693], [0.1499, 3.7941, -0.0683], [1.2496, 2.8555, 0.9947], [-0.5307, 3.2111, 1.5399], [-2.2018, -1.5240, -0.7434], [-2.3604, -2.5896, -0.2068], [-2.4100, -0.7733, -1.4564], [-2.1205, -3.3747, 0.4871]], "nbo_charge": [-0.607, -0.874, 0.972, -0.721, -0.226, 0.213, 0.198, 0.204, 0.248, 0.197, 0.197, 0.205, -0.222, -0.247, 0.231, 0.233], "homo_ev": -7.5, "e_above_lowest_kj_mol": 397.96, "gap_ev": 8.14, "smiles": "C/C=B/OC.C#C", "multiplicity": 1, "largest_force_ev_per_a": 4.4, "energy_ha": -295.8530, "e_lumo_ev": 0.60}

2.
{"formula": "C11H10NO2S", "method": "ωB97M-V with the def2-TZVPD basis set", "elements": ["C", "C", "C", "C", "C", "C", "C", "C", "C", "C", "C", "N", "O", "O", "S", "H", "H", "H", "H", "H", "H", "H", "H", "H", "H"], "coordinates": [[-1.4696, -2.7664, 1.7780], [-0.6919, -3.1073, 0.6825], [-1.5077, -1.4593, 2.2653], [0.0676, -2.1392, 0.0348], [-0.7892, -0.5041, 1.5758], [-0.0381, -0.8281, 0.4043], [0.3461, 2.5880, -0.9514], [-0.1110, 1.4049, -0.7074], [3.0445, 2.8539, -1.3348], [1.8627, 0.2032, -0.5743], [-1.5665, 1.1631, -1.1025], [0.6417, 0.3477, -0.1157], [4.0595, 2.8111, -1.9051], [2.6301, 0.9752, -1.1962], [1.8505, 3.5569, -0.4666], [-1.9484, -3.5244, 2.3676], [-0.6690, -4.0944, 0.2010], [-1.9868, -1.2206, 3.1426], [0.8304, -2.6548, -0.6414], [-0.7925, 0.5289, 1.9709], [-0.3710, 3.3043, -1.5242], [2.4232, -0.7203, -0.1618], [-2.2796, 1.0240, -0.1897], [-1.4798, 0.3219, -1.8698], [-2.0551, 1.9358, -1.6820]], "nbo_charge": [-0.172, -0.179, -0.189, -0.237, -0.203, 0.093, -0.355, 0.198, 0.601, 0.585, -0.659, -0.419, -0.313, -0.612, 0.456, 0.233, 0.239, 0.230, 0.248, 0.225, 0.273, 0.190, 0.268, 0.250, 0.252], "homo_ev": -12.8, "e_above_lowest_kj_mol": 378.42, "total_charge": 1, "gap_ev": 8.34, "multiplicity": 1, "largest_force_ev_per_a": 5.1, "energy_ha": -1028.2365, "e_lumo_ev": -4.49}

3.
{"formula": "C32H23ClCsIN8O", "method": "ωB97M-V with the def2-TZVPD basis set", "elements": ["Cs", "N", "C", "N", "C", "N", "N", "C", "C", "C", "C", "C", "C", "N", "C", "C", "C", "C", "C", "C", "H", "H", "H", "H", "H", "H", "H", "H", "H", "H", "H", "N", "C", "C", "C", "C", "C", "C", "C", "C", "N", "C", "H", "H", "H", "H", "H", "H", "H", "H", "Cl", "C", "C", "C", "I", "C", "O", "C", "N", "C", "C", "C", "C", "H", "H", "H", "H"], "coordinates": [[0.5074, 0.2721, 0.0222], [0.4822, -4.3975, 1.9575], [0.5428, -3.2106, 1.3273], [0.9345, -2.0995, 1.8648], [1.3019, -2.0961, 3.1979], [1.6075, -1.0226, 3.8568], [1.5381, 0.1372, 3.1065], [1.7761, 1.1798, 3.7941], [1.7687, 2.5365, 3.2162], [2.1002, 3.6070, 4.0440], [2.1085, 4.8898, 3.5238], [1.7845, 5.0676, 2.1899], [1.4635, 3.9437, 1.4407], [1.4510, 2.7085, 1.9271], [1.3409, -3.3752, 3.9262], [1.7818, -3.4809, 5.2481], [1.7822, -4.6998, 5.8908], [1.3362, -5.8422, 5.2221], [0.8987, -5.7629, 3.9183], [0.9053, -4.5267, 3.2719], [0.1421, -5.1947, 1.4423], [0.2052, -3.1914, 0.2918], [2.0058, 1.0963, 4.8581], [2.3480, 3.4253, 5.0815], [2.3637, 5.7344, 4.1504], [1.7763, 6.0472, 1.7327], [1.2018, 4.0432, 0.3908], [2.1156, -2.5812, 5.7450], [2.1254, -4.7735, 6.9138], [1.3339, -6.7986, 5.7282], [0.5523, -6.6433, 3.3909], [2.9709, 1.4655, -2.4642], [2.3939, 1.9163, -3.6396], [3.0222, 1.8451, -4.8580], [2.3682, 2.2586, -6.0361], [1.0925, 2.7417, -6.0069], [0.4140, 2.8316, -4.7679], [-0.9097, 3.3126, -4.6466], [-1.5059, 3.3585, -3.4207], [-0.7704, 2.9241, -2.3001], [0.4616, 2.4865, -2.3616], [1.0586, 2.4242, -3.5821], [3.9768, 1.4339, -2.4513], [2.5611, 1.8580, -1.6309], [4.0311, 1.4543, -4.9148], [2.8965, 2.1825, -6.9777], [0.5867, 3.0526, -6.9119], [-1.4401, 3.6347, -5.5348], [-2.5224, 3.7047, -3.2957], [-1.2281, 2.9473, -1.3156], [-6.3131, -2.7132, -2.8632], [-4.6852, -2.4975, -2.2690], [-3.8000, -3.5343, -2.3340], [-2.4851, -3.3812, -1.8794], [-1.1886, -5.0160, -1.9452], [-1.9741, -2.1801, -1.3627], [-0.7751, -2.0077, -1.0039], [-2.9666, -1.1058, -1.2350], [-2.5488, 0.0287, -0.6207], [-3.3982, 1.0171, -0.4730], [-4.7239, 0.9780, -0.9338], [-5.1687, -0.1598, -1.5460], [-4.2970, -1.2583, -1.7008], [-4.1183, -4.4839, -2.7431], [-3.0342, 1.8989, 0.0493], [-5.3763, 1.8290, -0.7907], [-6.1863, -0.2386, -1.9036]], "nbo_charge": [0.945, -0.569, 0.321, -0.571, 0.411, -0.386, -0.249, 0.042, 0.149, -0.229, -0.163, -0.258, 0.041, -0.437, -0.159, -0.137, -0.233, -0.172, -0.268, 0.250, 0.423, 0.259, 0.173, 0.221, 0.221, 0.224, 0.196, 0.241, 0.218, 0.219, 0.217, -0.822, 0.270, -0.302, -0.171, -0.237, -0.073, -0.118, -0.265, 0.060, -0.465, 0.087, 0.382, 0.391, 0.210, 0.216, 0.214, 0.217, 0.225, 0.187, -0.034, -0.091, -0.216, -0.316, 0.085, 0.450, -0.821, 0.074, -0.436, 0.021, -0.270, -0.139, -0.102, 0.232, 0.174, 0.215, 0.227], "homo_ev": -6.5, "e_above_lowest_kj_mol": 23.89, "gap_ev": 6.18, "multiplicity": 1, "largest_force_ev_per_a": 0.2, "energy_ha": -2524.6270, "e_lumo_ev": -0.32}

4.
{"formula": "C51H123N5O13", "method": "ωB97M-V with the def2-TZVPD basis set", "elements": ["C", "O", "H", "H", "H", "H", "C", "O", "H", "H", "H", "H", "C", "O", "H", "H", "H", "H", "C", "O", "H", "H", "H", "H", "C", "O", "H", "H", "H", "H", "C", "O", "H", "H", "H", "H", "O", "H", "H", "O", "H", "H", "C", "C", "C", "C", "C", "C", "N", "O", "C", "C", "C", "H", "H", "H", "H", "H", "H", "H", "H", "H", "H", "H", "H", "H", "H", "H", "H", "H", "H", "H", "C", "C", "C", "C", "C", "C", "N", "O", "C", "C", "C", "H", "H", "H", "H", "H", "H", "H", "H", "H", "H", "H", "H", "H", "H", "H", "H", "H", "H", "H", "C", "C", "C", "C", "C", "C", "N", "O", "C", "C", "C", "H", "H", "H", "H", "H", "H", "H", "H", "H", "H", "H", "H", "H", "H", "H", "H", "H", "H", "H", "C", "C", "C", "C", "C", "C", "N", "O", "C", "C", "C", "H", "H", "H", "H", "H", "H", "H", "H", "H", "H", "H", "H", "H", "H", "H", "H", "H", "H", "H", "C", "C", "C", "C", "C", "C", "N", "O", "C", "C", "C", "H", "H", "H", "H", "H", "H", "H", "H", "H", "H", "H", "H", "H", "H", "H", "H", "H", "H", "H"], "coordinates": [[-2.3516, 6.9384, -3.6613], [-2.3575, 5.6021, -3.1817], [-1.9067, 7.0137, -4.6478], [-3.3991, 7.1860, -3.8869], [-1.8975, 7.6557, -2.9617], [-1.4257, 5.2516, -3.0828], [-0.9992, -1.8547, 3.7590], [-1.0022, -0.6250, 4.5487], [-0.0992, -1.9560, 3.2088], [-1.1145, -2.7079, 4.4180], [-1.8939, -1.7356, 3.1891], [-0.0877, -0.3344, 4.5487], [-3.4861, 4.1858, 2.7105], [-2.5235, 3.6858, 1.7401], [-2.8949, 4.4198, 3.6486], [-3.9495, 5.0157, 2.2805], [-4.2297, 3.5104, 3.0892], [-2.3674, 2.7345, 1.8644], [-4.1233, 3.5014, -1.4365], [-4.4972, 3.2285, -0.0439], [-3.2836, 2.8009, -1.7042], [-4.9671, 3.2477, -2.1364], [-3.7416, 4.4918, -1.5129], [-3.6844, 3.4112, 0.5098], [0.6270, 4.7828, -4.8490], [0.6093, 4.4221, -3.5154], [0.8917, 5.8504, -5.0735], [1.3676, 4.1981, -5.4618], [-0.3494, 4.5010, -5.2637], [0.6966, 3.4386, -3.5163], [-0.8618, 0.3022, 0.2212], [0.5755, 0.2839, 0.3738], [-1.1125, -0.6893, -0.1609], [-1.4009, 0.4307, 1.1411], [-1.1446, 1.0981, -0.4990], [0.6715, 1.2159, 0.6469], [-4.2752, 0.7851, 0.8378], [-4.4497, 1.6187, 0.3396], [-4.7383, -0.0280, 0.6359], [-3.1058, 1.4070, 3.2209], [-2.6656, 0.6326, 3.6550], [-3.6981, 0.9837, 2.5561], [5.0782, -2.6308, 2.2545], [4.1089, -1.5118, 2.6377], [4.8160, -0.6198, 3.6766], [5.9453, 0.1941, 3.0898], [5.4769, 1.0360, 1.8580], [4.7323, 0.1310, 0.8254], [3.7129, -0.6468, 1.5893], [2.9608, -1.4969, 0.7246], [3.8622, 1.0140, -0.0882], [5.6289, -0.8353, -0.0212], [2.8379, -2.0431, 3.3367], [5.2308, -3.2592, 3.1630], [6.0961, -2.3143, 2.0097], [4.6640, -3.2842, 1.5305], [4.1057, 0.0352, 4.1807], [5.2506, -1.2866, 4.4441], [6.7923, -0.3768, 2.7789], [6.3398, 0.8573, 3.8570], [6.3792, 1.5279, 1.3792], [4.7792, 1.8224, 2.1398], [4.4326, 1.7832, -0.5730], [3.5041, 0.2761, -0.7992], [3.0235, 1.4349, 0.4436], [5.9239, -0.4092, -0.9910], [6.4805, -1.1464, 0.4876], [5.1244, -1.7185, -0.2852], [2.1642, -1.2429, 3.5897], [3.0160, -2.6072, 4.3078], [2.3187, -2.7242, 2.6329], [2.1057, -0.9246, 0.6613], [-5.3393, -1.9307, 2.5281], [-5.7797, -2.5106, 1.1921], [-7.2677, -2.1107, 0.8541], [-7.6590, -2.5406, -0.5620], [-6.7363, -1.8613, -1.5474], [-5.2962, -2.2433, -1.3355], [-4.9352, -1.9170, 0.1503], [-3.6271, -2.4488, 0.4290], [-5.0016, -3.7433, -1.6920], [-4.4326, -1.3364, -2.2007], [-5.7852, -3.9805, 1.3619], [-5.9655, -2.4095, 3.2361], [-5.4775, -0.8283, 2.6239], [-4.3105, -2.2361, 2.7171], [-7.9348, -2.5435, 1.6751], [-7.2479, -1.0345, 0.8692], [-8.6800, -2.2278, -0.8148], [-7.5970, -3.5915, -0.7964], [-6.8881, -0.7926, -1.5468], [-7.0415, -2.1629, -2.6207], [-5.7999, -4.4674, -1.4998], [-4.8740, -3.7170, -2.7687], [-4.1207, -4.0847, -1.2779], [-3.3797, -1.6550, -2.2885], [-4.8163, -1.1127, -3.2106], [-4.3901, -0.3691, -1.6640], [-6.2798, -4.4313, 0.4461], [-6.3876, -4.2859, 2.2096], [-4.7347, -4.3169, 1.3373], [-3.1769, -1.7456, 0.8830], [-1.4732, 1.6317, -3.7765], [-0.2644, 0.8455, -4.2982], [-0.1641, 1.0843, -5.8557], [1.2698, 0.7670, -6.4504], [2.3862, 1.3325, -5.5518], [2.2795, 1.0675, -4.0192], [0.8985, 1.5017, -3.6114], [0.7372, 1.4393, -2.1796], [2.6935, -0.3685, -3.6644], [3.2199, 2.0733, -3.3317], [-0.4571, -0.6569, -3.9822], [-1.7154, 1.4253, -2.7021], [-2.3701, 1.3125, -4.3792], [-1.4175, 2.6949, -3.8744], [-0.8954, 0.3832, -6.3239], [-0.4868, 2.1331, -6.1707], [1.4068, 1.1920, -7.5239], [1.4067, -0.3312, -6.5912], [2.4649, 2.4375, -5.7013], [3.3549, 0.9710, -5.8508], [2.5147, -0.5448, -2.5983], [2.0406, -1.0418, -4.2156], [3.7266, -0.6442, -3.9331], [2.8438, 3.0968, -3.4453], [3.2997, 1.8659, -2.2620], [4.2526, 1.9499, -3.7275], [-1.5009, -0.9576, -4.1932], [-0.2528, -0.9375, -2.9540], [0.2068, -1.2001, -4.6774], [0.9939, 0.4942, -1.9569], [1.3319, 1.7419, 3.6058], [1.5516, 3.2027, 3.2482], [2.9483, 3.6633, 3.5822], [3.1802, 5.0287, 3.1073], [3.0941, 5.1136, 1.6006], [1.7179, 4.5617, 1.0567], [1.4305, 3.2780, 1.7973], [0.1434, 2.7688, 1.3615], [0.7621, 5.7400, 1.2022], [1.8619, 4.2267, -0.4640], [0.5066, 4.0523, 4.0314], [1.9227, 1.1449, 2.9690], [0.2980, 1.4967, 3.4507], [1.5500, 1.4921, 4.6460], [3.0440, 3.5758, 4.6492], [3.6519, 3.0339, 3.1436], [4.1686, 5.4084, 3.3696], [2.4525, 5.7058, 3.5264], [3.8708, 4.4466, 1.1390], [3.2926, 6.0498, 1.2204], [1.1044, 6.5664, 0.5236], [-0.2491, 5.4138, 1.0294], [0.6978, 6.1083, 2.2252], [2.0694, 5.1285, -1.0505], [2.6790, 3.5153, -0.6586], [0.9169, 3.8753, -0.9477], [0.8647, 5.0267, 4.3125], [0.2898, 3.5686, 4.9778], [-0.5176, 4.2018, 3.5591], [-0.5197, 3.3930, 1.6076], [0.3254, -5.8071, -1.4652], [1.0282, -4.6980, -0.6320], [0.0891, -3.9558, 0.3032], [-0.4231, -4.7972, 1.4111], [0.7656, -5.2636, 2.2990], [1.8565, -6.0214, 1.4015], [2.1042, -5.2876, 0.1766], [3.0384, -6.0614, -0.5938], [3.1147, -6.1541, 2.3305], [1.3266, -7.4750, 1.2558], [1.6201, -3.6633, -1.5811], [-0.3520, -6.5397, -0.9778], [0.9750, -6.5019, -2.0033], [-0.2831, -5.2048, -2.2134], [0.6359, -3.1458, 0.8152], [-0.6976, -3.4845, -0.3083], [-1.0325, -5.6327, 0.9963], [-1.0277, -4.1392, 1.9561], [0.5993, -5.9617, 3.1094], [1.1545, -4.3946, 2.7649], [3.9650, -6.6972, 1.9912], [3.5532, -5.1917, 2.5143], [2.7960, -6.6315, 3.2646], [0.9597, -7.5472, 0.2494], [2.0864, -8.2686, 1.3221], [0.4908, -7.6477, 1.9424], [0.7836, -3.1708, -2.1009], [2.2106, -4.1860, -2.3540], [2.3016, -2.9727, -1.1354], [3.6385, -5.3427, -0.8330]], "mulliken_charge": [-0.756, -0.344, 0.282, 0.264, 0.303, 0.236, 0.304, -0.681, -0.174, 0.451, -0.219, 0.308, -0.813, -0.648, 0.270, 0.321, 0.287, 0.129, -0.309, -0.648, -0.128, 0.359, 0.404, 0.744, -0.506, -0.581, 0.310, 0.055, 0.256, 0.146, -0.180, 2.122, 0.136, -0.055, -0.286, -1.130, -0.768, 0.337, 0.256, -0.638, 0.236, 0.252, -1.617, 1.361, -1.210, -1.054, -0.057, 1.531, 0.766, 0.874, -1.453, -1.918, -1.058, 0.510, 0.208, -0.037, 0.261, 0.431, 0.445, 0.577, 0.376, -0.624, 1.530, -0.545, -0.415, 0.419, 0.526, 0.247, -0.187, 0.525, -0.192, -0.479, -1.921, 1.714, -1.277, -0.731, -1.299, 2.003, 0.609, 0.357, -1.860, -1.805, -1.380, 0.649, 0.140, 0.273, 0.384, 0.307, 0.442, 0.378, 0.417, 0.364, 0.348, 0.585, 0.247, 0.176, 0.472, 0.055, 0.236, 0.581, 0.015, -0.214, -1.543, 1.539, -1.067, -0.626, -1.710, 1.680, 0.312, 1.417, -1.150, -1.343, -1.399, -0.598, 0.637, 0.356, 0.323, 0.363, 0.381, 0.353, 0.407, 0.436, -0.271, 0.295, 0.445, 0.225, -0.422, 0.583, 0.517, -0.242, 0.479, -0.412, -1.265, 2.064, -0.986, -0.863, -1.514, 1.972, 0.661, 0.645, -1.735, -1.520, -1.623, -0.550, 0.150, 0.799, 0.519, -0.359, 0.503, 0.372, 0.252, 0.640, 0.473, 0.193, 0.386, 0.605, -0.030, -0.167, 0.325, 0.500, -0.072, -0.323, -2.205, 2.289, 0.034, -0.965, -1.260, 1.093, 1.377, -0.620, -1.824, -1.619, -2.007, 0.354, 0.410, 0.323, -0.916, 0.546, 0.446, 0.547, 0.711, -0.094, 0.432, 0.285, 0.432, 0.345, 0.414, 0.308, 0.255, 0.613, 0.005, 0.365], "homo_ev": -8.1, "e_above_lowest_kj_mol": 147.50, "gap_ev": 8.71, "multiplicity": 1, "largest_force_ev_per_a": 4.2, "energy_ha": -3268.5414, "e_lumo_ev": 0.60}